Record 1
C41H37BN9Pt | ωB97M-V/def2-TZVPD

Its energy above the lowest of the compared OMol25 structures with the same formula, charge and spin is 0.00 kcal/mol. As for the net charge: +1. As for the spin multiplicity: 3. For the gap between HOMO and LUMO (alpha / beta), the calculation gives 7.452 / 6.406 eV. As for the electronic energy: -2221.490040 Ha.

```
89
Properties=species:S:1:pos:R:3:nbo_charge:R:1
Pt 0.35 0.17 0.21 1.312
C -0.67 5.39 1.28 -0.649
C 0.17 4.16 1.31 0.239
C 1.45 3.98 1.80 -0.328
C 1.75 2.63 1.61 0.158
N 0.71 2.04 1.03 -0.342
N -0.26 2.97 0.84 -0.315
B -1.68 2.55 0.39 0.521
N -2.11 1.37 1.29 -0.319
N -1.36 0.25 1.33 -0.339
C -1.93 -0.62 2.17 0.178
C -3.09 -0.05 2.67 -0.328
C -3.18 1.21 2.10 0.233
C -4.20 2.27 2.30 -0.647
C -1.38 -1.96 2.45 -0.007
C -0.02 -2.19 2.58 -0.223
C 0.47 -3.46 2.81 -0.196
C -0.41 -4.53 2.94 -0.197
C -1.78 -4.30 2.84 -0.194
C -2.26 -3.03 2.59 -0.200
N -1.63 2.05 -1.07 -0.335
N -0.62 1.25 -1.48 -0.315
C -0.92 0.80 -2.71 0.184
C -2.14 1.34 -3.10 -0.327
C -2.57 2.12 -2.04 0.232
C -3.80 2.95 -1.90 -0.649
C -0.01 -0.09 -3.46 -0.116
C 1.28 0.33 -3.78 -0.192
C 2.12 -0.50 -4.50 -0.210
C 1.68 -1.75 -4.91 -0.199
C 0.39 -2.16 -4.61 -0.214
C -0.46 -1.33 -3.90 -0.133
C 2.98 1.90 1.97 -0.008
C 2.90 0.64 2.55 -0.229
C 4.05 -0.07 2.84 -0.190
C 5.29 0.48 2.56 -0.195
C 5.38 1.76 2.01 -0.200
C 4.22 2.47 1.72 -0.208
H -0.09 6.23 1.67 0.240
H -1.56 5.28 1.89 0.236
H -0.98 5.63 0.26 0.238
H 2.07 4.73 2.26 0.246
H -2.44 3.46 0.50 -0.010
H -3.77 -0.47 3.39 0.246
H -4.95 1.93 3.02 0.241
H -4.71 2.52 1.37 0.232
H -3.75 3.19 2.68 0.236
H 0.68 -1.36 2.51 0.201
H 1.54 -3.63 2.90 0.220
H -0.04 -5.52 3.13 0.225
H -2.47 -5.13 2.94 0.226
H -3.33 -2.87 2.48 0.225
H -2.62 1.22 -4.05 0.247
H -4.34 2.95 -2.85 0.242
H -3.57 3.97 -1.63 0.238
H -4.46 2.54 -1.14 0.228
H 1.61 1.31 -3.46 0.219
H 3.12 -0.17 -4.75 0.221
H 2.33 -2.40 -5.47 0.222
H 0.04 -3.14 -4.93 0.224
H -1.47 -1.65 -3.65 0.218
H 1.93 0.24 2.82 0.211
H 3.99 -1.05 3.29 0.223
H 6.20 -0.07 2.78 0.227
H 6.35 2.20 1.81 0.226
H 4.29 3.45 1.28 0.221
C -3.39 -3.93 -0.81 -0.233
C -2.16 -4.56 -0.74 -0.196
C -0.99 -3.82 -0.66 -0.234
C -1.05 -2.43 -0.65 0.194
C -2.29 -1.79 -0.73 -0.286
C -3.45 -2.54 -0.81 -0.148
N 0.13 -1.66 -0.59 -0.328
N 1.23 -2.25 -1.01 -0.269
C 2.27 -1.41 -1.10 0.331
C 3.52 -1.85 -1.60 -0.223
C 4.52 -0.93 -1.77 -0.155
C 4.30 0.42 -1.46 -0.240
C 3.09 0.79 -0.94 0.054
N 2.11 -0.11 -0.73 -0.526
H -4.30 -4.51 -0.88 0.222
H -2.10 -5.64 -0.75 0.223
H -0.02 -4.31 -0.61 0.242
H -2.34 -0.71 -0.75 0.217
H -4.41 -2.04 -0.88 0.211
H 3.62 -2.89 -1.87 0.246
H 5.48 -1.25 -2.16 0.232
H 5.07 1.16 -1.61 0.231
H 2.86 1.81 -0.68 0.221
```

Record 2
C19H22IInN6O7 | ωB97M-V/def2-TZVPD

As for the net charge: -2. For the gap between HOMO and LUMO (alpha / beta), the calculation gives 1.770 / 1.876 eV. As for the electronic energy: -2080.080236 Ha.

```
56
Properties=species:S:1:pos:R:3:mulliken_charge:R:1
C -2.35 -0.21 -4.03 -1.664
I 0.85 1.29 -4.03 -0.516
H -3.26 -0.75 -4.31 0.473
H -1.47 -0.69 -4.46 0.287
H -2.41 0.83 -4.36 0.198
C 0.35 3.88 0.38 -0.562
C -0.86 4.11 -0.16 -0.398
N -1.18 3.02 -0.94 0.421
C -0.21 2.07 -0.85 -1.030
N 0.75 2.63 -0.08 0.583
H 0.96 4.47 1.04 0.501
H -1.52 4.96 -0.06 0.432
C 2.19 -3.50 -2.74 -0.460
C 0.66 -1.91 -2.21 -0.656
N 1.98 -2.19 -2.34 0.464
H 0.68 -5.05 -3.15 0.430
N 0.05 -3.09 -2.51 0.328
H 3.17 -3.90 -2.90 0.434
In -0.22 0.00 -1.62 1.579
C -2.27 -0.25 -2.53 0.891
O -3.14 -0.41 -1.71 -0.645
C 0.98 -4.06 -2.86 -0.474
C -1.38 -3.36 -2.52 -0.803
H -1.50 -4.45 -2.52 0.320
H -1.86 -2.95 -3.42 0.263
H -1.87 -2.94 -1.63 0.328
C 3.08 -1.29 -2.06 -0.713
H 3.98 -1.73 -2.51 0.348
H 3.25 -1.20 -0.97 0.212
H 2.89 -0.30 -2.49 0.176
C 2.05 2.08 0.26 -0.922
H 2.83 2.82 0.02 0.418
H 2.23 1.16 -0.32 0.096
H 2.10 1.86 1.33 0.361
C -2.38 2.97 -1.74 -0.709
H -2.14 2.75 -2.79 0.181
H -2.85 3.95 -1.67 0.315
H -3.08 2.21 -1.36 0.269
O 1.22 -1.53 0.68 -0.733
C 0.24 -0.93 1.13 0.427
O -0.78 -0.46 0.45 -0.742
C 0.13 -0.57 2.60 0.958
C -0.62 0.54 2.97 -0.600
C -0.66 0.96 4.32 -0.326
C -0.04 0.21 5.32 -0.681
C 0.68 -0.93 4.95 -0.110
C 0.79 -1.32 3.59 -0.815
N 1.29 -1.73 5.98 0.881
O 1.18 -1.37 7.17 -0.843
O 1.90 -2.77 5.64 -0.855
N -1.32 2.20 4.63 0.862
O -1.81 2.87 3.69 -0.824
O -1.37 2.57 5.82 -0.857
H -1.17 1.11 2.23 0.489
H -0.11 0.52 6.36 0.505
H 1.38 -2.19 3.32 0.508
```

Record 3
C3H12O4S | ωB97M-V/def2-TZVPD

Its energy above the lowest of the compared OMol25 structures with the same formula, charge and spin is 6.80 kcal/mol. For the gap between HOMO and LUMO, the calculation gives 9.929 eV. As for the SMILES: O=CCCS.O.O.O. As for the electronic energy: -820.623927 Ha.

```
20
Properties=species:S:1:pos:R:3:nbo_charge:R:1
O 1.95 -0.76 -1.35 -0.534
C 1.63 -1.25 -0.29 0.443
C 0.46 -0.71 0.48 -0.547
C -0.31 -1.64 1.41 -0.515
S -1.93 -0.97 1.86 -0.035
H 2.25 -2.08 0.10 0.116
H -0.22 -0.22 -0.21 0.251
H 0.90 0.13 1.03 0.248
H -0.48 -2.60 0.90 0.213
H 0.21 -1.84 2.34 0.228
H -2.49 -1.04 0.63 0.127
O 1.45 2.63 -0.81 -0.969
H 1.67 2.07 -1.55 0.472
H 0.50 2.60 -0.65 0.492
O -1.50 -0.55 -2.67 -0.950
H -1.37 -1.45 -2.37 0.470
H -0.67 -0.18 -2.98 0.483
O -0.61 2.75 0.99 -0.947
H 0.00 2.53 1.72 0.475
H -1.45 2.57 1.43 0.478
```

Record 4
C2H2Cl2S2 | ωB97M-V/def2-TZVPD

Its energy above the lowest of the compared OMol25 structures with the same formula, charge and spin is 10.76 kcal/mol. For the gap between HOMO and LUMO, the calculation gives 8.429 eV. As for the SMILES: S=C(Cl)[C@H](S)Cl. As for the electronic energy: -1794.126649 Ha.

```
8
Properties=species:S:1:pos:R:3:nbo_charge:R:1
S 1.59 -1.85 0.64 0.164
C 1.15 -0.47 -0.03 -0.259
Cl 2.08 0.67 -0.84 0.117
C -0.26 -0.01 0.21 -0.430
S -1.17 0.31 -1.35 0.004
Cl -0.28 1.44 1.28 -0.021
H -0.80 -0.92 0.82 0.273
H -2.29 0.84 -0.73 0.153
```

Q: What is the electronic energy in the second record?
A: -2080.080236 Ha